30
Properties=species:S:1:pos:R:3:forces:R:3:lowdin_charge:R:1 method="wB97M-V/def2-TZVPD" lumo_energy_ev="-0.447 / -0.403" homo_ev="-7.54 / -7.56" e_above_lowest_ev=1.824 charge=0
C -1.02728 -0.39793 1.52416 1.2 -1.1 0.3 -0.0711
C -1.10548 -0.77134 -0.76792 -0.1 0.9 0.8 -0.5827
C -1.37360 0.32370 0.27085 0.0 -0.6 -0.2 -0.1849
C -0.76874 2.41514 1.50136 1.6 -0.3 0.2 -0.0590
C -1.44712 2.35582 -0.92312 1.9 -0.2 0.4 -0.0258
C 0.86212 1.58809 -0.14344 -0.3 2.2 3.2 -0.0443
C 2.72963 -3.04611 -0.05989 -1.1 2.2 3.1 -0.3052
C -0.64253 1.67060 0.22966 0.2 0.0 -3.7 -0.5439
N -0.09721 -1.26316 1.64348 -2.7 0.3 2.8 -0.0254
N 0.11534 -0.81439 -1.25848 4.3 -1.3 -1.3 0.0005
N 0.70493 -1.74918 0.84213 2.4 0.0 -2.4 -0.3590
N 0.42401 -2.05067 -1.82489 -3.6 -1.0 -1.2 -0.0999
O -1.92972 -1.65398 -0.86616 -1.7 -1.5 -0.6 0.0320
S 0.94654 -3.22910 0.31561 0.5 0.5 0.3 1.0169
H -1.44230 -0.19106 2.46722 -0.8 0.7 0.9 0.1132
H -2.45837 0.55793 0.20977 0.5 -0.5 0.4 0.1626
H -1.72410 2.23907 1.83086 -2.6 0.4 1.1 0.0628
H -0.46417 3.45098 1.48247 -0.2 0.3 -0.3 0.1007
H -0.13910 1.92530 2.22267 0.5 -0.1 0.6 0.0804
H -0.80456 3.12973 -1.31222 -0.1 0.3 -0.7 0.0809
H -1.84996 1.66227 -1.64961 0.6 -0.2 -0.5 0.0857
H -2.30077 2.80443 -0.54520 -1.8 1.1 1.0 0.0540
H 1.14303 0.98111 -0.91578 0.3 -1.3 -1.9 0.0148
H 1.31752 1.20165 0.79122 0.3 0.1 -0.6 0.0846
H 1.27353 2.62147 -0.28828 -0.4 -0.7 0.2 0.0983
H 3.27706 -3.11596 0.88628 -0.2 -0.1 -0.1 0.0488
H 2.98659 -2.10218 -0.49149 -0.5 1.0 0.0 0.0415
H 3.12824 -3.68992 -0.70660 0.9 -3.4 -2.5 -0.0141
H 1.22328 -2.38808 -2.43016 -1.4 2.1 0.9 0.1214
H -0.55680 -2.46424 -2.03451 2.3 0.0 0.1 0.1162

=====

41
Properties=species:S:1:pos:R:3:forces:R:3:lowdin_charge:R:1 method="wB97M-V/def2-TZVPD" lumo_energy_ev=-4.782 homo_ev=-11.54 charge=+1
Tc -0.13723 0.20515 -0.81206 -0.8 0.3 0.4 0.6660
N 1.48627 -2.77619 -0.33134 -0.1 0.1 0.0 0.1808
C 1.06811 -2.46422 -1.59472 0.2 -0.2 0.2 -0.4313
N 1.22520 -3.24733 -2.63025 -0.1 0.1 -0.3 0.0838
N 0.65820 -2.56028 -3.65843 0.1 -0.2 0.2 -0.0158
N 0.18983 -1.44606 -3.26696 0.1 -0.1 0.2 -0.0878
N 0.43427 -1.32376 -1.91837 0.0 0.3 -0.3 -0.1470
C 1.30284 -2.00249 0.77508 0.1 -0.4 -0.2 -0.3725
N 1.70011 -2.41070 1.98706 -0.1 0.2 0.1 0.1248
N 1.38180 -1.43745 2.80001 0.1 -0.1 -0.1 0.1023
N 0.82134 -0.49384 2.11951 -0.1 0.1 0.0 -0.1121
N 0.73734 -0.80410 0.80205 0.0 0.2 0.1 -0.0188
H 1.92396 -3.67562 -0.19547 0.0 0.0 0.0 0.1681
S 0.72134 2.31691 -0.38366 0.2 -0.3 0.1 -0.0013
Sb -0.76363 3.41852 -1.83246 -0.2 0.0 0.0 0.8598
S -2.14148 0.02013 0.09606 0.6 0.0 -0.1 0.1222
S -3.42684 1.13431 -1.10092 0.0 0.0 0.0 -0.0321
S -2.92243 3.06285 -0.69614 0.0 0.1 0.0 -0.0253
C 1.80858 0.84000 4.81348 0.0 0.0 0.0 -0.0712
C 0.39825 0.84165 4.22718 0.0 0.1 0.1 -0.4141
C -0.52111 -0.16948 4.90759 0.0 0.0 0.0 -0.0676
C 0.35211 0.77854 2.70492 0.1 -0.1 -0.1 -0.1315
H 1.76596 1.12455 5.86487 0.0 0.0 0.0 0.0843
H 2.45456 1.55814 4.30382 0.0 0.0 0.0 0.0805
H 2.27205 -0.14328 4.75540 0.0 0.0 0.0 0.0676
H -0.02421 1.83726 4.40466 0.0 0.0 0.1 0.1405
H -0.15441 -1.18973 4.79568 0.0 0.0 0.0 0.0698
H -1.53648 -0.11864 4.50862 0.0 0.0 0.0 0.0807
H -0.57496 0.04398 5.97500 0.0 0.0 0.0 0.0851
H -0.66978 0.91656 2.35387 0.0 0.0 0.0 0.0783
H 0.96987 1.56775 2.27586 0.0 0.0 0.0 0.0770
C 0.15541 1.01541 -5.13653 0.1 0.0 0.0 -0.2173
S -1.30941 1.52932 -4.28253 -0.2 -0.1 -0.1 0.9344
C -2.35111 0.11178 -4.45771 -0.1 -0.1 0.0 -0.2230
O -0.91867 1.53053 -2.74820 0.2 0.0 -0.1 -0.9905
H -0.08475 1.04409 -6.20003 0.0 0.0 0.0 0.0814
H 0.44543 0.02088 -4.80243 0.0 0.1 0.0 0.0320
H 0.92170 1.75713 -4.91437 0.0 0.0 -0.1 0.0736
H -2.59325 0.04990 -5.52018 0.0 0.0 0.0 0.0836
H -3.25021 0.30831 -3.87792 0.0 0.0 0.0 0.0361
H -1.81456 -0.77049 -4.11002 0.0 0.0 0.0 0.0463

=====

26
Properties=species:S:1:pos:R:3:forces:R:3:lowdin_charge:R:1 method="wB97M-V/def2-TZVPD" lumo_energy_ev=-3.828 homo_ev=-13.59 e_above_lowest_ev=3.633 charge=+1
C 2.17083 -1.13459 0.19125 -0.2 -0.2 1.1 0.0037
C 1.73081 0.00595 -0.33151 -0.4 -1.0 -1.2 0.0035
C 1.25690 -2.23769 -0.21274 2.1 -0.6 0.9 -0.1084
C 0.24492 -1.60311 -0.94293 -0.2 0.3 -0.6 -0.0100
C -2.57570 0.62672 0.00547 1.1 2.9 2.5 -0.0724
C 0.04933 0.42339 -2.12100 -0.8 1.8 -2.6 0.0028
C 0.70252 1.36925 1.79424 -0.7 -2.4 -1.0 -0.0500
C -1.54967 0.63567 1.19187 0.1 1.6 -0.5 -0.1742
N 0.54541 -0.39206 -1.15029 3.3 -0.8 2.1 -0.1015
O -0.13881 0.86891 0.68518 -2.5 1.5 3.0 -0.3029
H 2.80634 -1.37275 1.03921 0.6 0.7 -0.6 0.1367
H 2.00031 1.07683 -0.26119 -0.1 -1.3 -0.5 0.1421
H 1.72427 -2.86524 -0.97771 0.4 -0.2 -0.3 0.1728
H 1.08327 -2.96249 0.54114 -0.7 -0.5 0.9 0.1396
H -0.46920 -2.12250 -1.48343 -1.6 -0.6 -1.0 0.1541
H -1.60822 -0.26959 1.84771 0.3 0.6 -0.7 0.1261
H -2.49895 1.57069 -0.58730 0.1 -0.8 0.4 0.0981
H -2.60585 -0.20116 -0.59489 0.0 -2.2 -1.5 0.0297
H -3.48587 0.74135 0.57227 -0.8 -0.3 -0.3 0.0771
H -0.82223 0.90697 -1.75610 -0.8 0.6 0.0 0.0760
H 0.79873 1.17004 -2.34049 0.0 0.3 -0.2 0.1225
H -0.13483 -0.15667 -3.02342 -0.2 0.2 -0.1 0.1303
H 0.77727 0.47716 2.47533 0.6 1.2 -0.3 0.1197
H 0.31208 2.20545 2.30086 -1.0 0.9 0.6 0.0738
H 1.61190 1.70434 1.31042 0.3 -0.2 0.7 0.0687
H -1.92558 1.53514 1.82805 1.2 -1.4 -0.9 0.1422

=====

31
Properties=species:S:1:pos:R:3:forces:R:3:lowdin_charge:R:1 method="wB97M-V/def2-TZVPD" lumo_energy_ev=2.195 homo_ev=-2.58 e_above_lowest_ev=0.000 charge=-1
C 0.25193 2.97476 -0.91049 0.1 0.0 0.4 0.0218
C 1.32679 2.04524 -1.40017 -0.3 0.3 0.1 -0.5459
O 2.48062 2.07121 -1.06812 0.1 0.0 -0.2 0.1038
O 0.86923 1.12241 -2.29319 0.2 -0.6 0.3 -0.0312
C -0.17431 0.30258 -1.67984 -0.1 0.3 -0.4 -0.2280
C 0.03545 -1.14347 -1.99066 -0.5 -0.1 -0.5 -0.3393
S 1.44255 -1.89475 -1.13110 0.3 0.1 -0.1 1.1262
C 1.46498 -1.26533 0.56994 -0.1 0.0 0.3 -0.3860
C 0.19184 -1.61484 1.33634 0.0 -0.2 -0.3 -0.2397
C -0.12259 -0.72827 2.55306 0.0 -0.2 0.1 -0.2843
N 0.61492 0.53928 2.53033 0.1 0.1 -0.2 -0.0108
H 0.68411 3.69532 -0.21633 -0.1 0.0 -0.1 0.0873
H -0.53497 2.39200 -0.40483 0.0 0.2 0.0 0.0803
H -0.21578 3.47920 -1.75734 0.0 0.0 0.0 0.0960
H -0.27568 0.48193 -0.60640 -0.1 -0.2 0.1 0.0725
H -1.15905 0.56228 -2.07834 0.1 0.1 -0.1 0.1475
H -0.91363 -1.64022 -1.68608 0.2 0.0 0.3 0.0881
H 0.26730 -1.27469 -3.05152 0.0 -0.1 0.1 0.0916
H 0.91027 -3.10039 -0.88287 -0.2 0.0 0.1 0.0120
H 1.67576 -0.20093 0.45417 -0.1 0.0 0.1 0.0694
H 2.36573 -1.73262 0.98004 0.0 0.2 -0.1 0.0846
H -0.69302 -1.57606 0.64840 0.1 0.0 0.3 0.0624
H 0.31735 -2.65475 1.66998 -0.1 0.0 -0.1 0.1052
H 0.12760 -1.26496 3.47790 0.1 0.1 -0.1 0.0970
H -1.20016 -0.55561 2.52302 0.0 -0.1 0.0 0.0961
H 0.24291 1.06297 1.73952 -0.2 0.0 0.0 0.0485
H 0.34223 1.08493 3.34025 0.0 0.0 0.0 0.0594
C -2.61229 -0.27853 -0.17399 0.3 -0.1 0.3 -0.9326
O -2.27288 -1.55310 -0.27251 0.2 0.2 -0.2 -0.2212
O -3.60856 0.17801 -0.78801 0.1 0.1 -0.1 -0.1207
O -1.82865 0.48640 0.56883 -0.2 0.0 -0.3 -0.2098

=====

25
Properties=species:S:1:pos:R:3:forces:R:3:lowdin_charge:R:1 method="wB97M-V/def2-TZVPD" smiles="C=CCC(=C)CCC.O" lumo_energy_ev=0.757 homo_ev=-9.29 e_above_lowest_ev=2.625 charge=0
C 2.63287 0.70165 0.71386 -2.3 0.5 2.5 -0.0369
C 2.60042 -0.25040 -0.19600 -0.3 -0.3 -0.9 -0.2085
C 1.80371 -1.59902 -0.16039 2.4 2.7 0.2 -0.1668
C 0.32703 -1.47687 -0.47373 0.7 -1.3 0.5 -0.3280
C -0.34818 -2.59220 -0.16331 -0.5 1.3 -0.5 0.0422
C -0.17005 -0.17611 -1.05311 0.6 -0.8 0.2 -0.1633
C -1.71860 -0.08673 -1.05538 0.9 1.1 -1.1 -0.2308
C -2.22243 1.29288 -0.59309 -0.6 0.4 1.1 -0.1034
H 3.17510 1.61527 0.67619 0.7 0.4 -0.6 0.0338
H 1.90857 0.79499 1.63721 1.4 -1.0 -1.6 0.1017
H 3.17115 -0.06058 -1.11315 0.1 -0.2 0.3 0.0998
H 2.46416 -2.18835 -0.82514 -1.0 -0.5 0.3 0.1184
H 1.96227 -1.85112 0.89164 -0.3 -0.8 -0.3 0.1114
H -1.44234 -2.53776 -0.26024 0.6 -0.9 0.1 0.0549
H 0.24466 -3.45131 0.17424 -0.8 0.2 0.0 0.0742
H 0.29615 -0.17847 -2.08546 -0.8 0.3 0.7 0.1430
H 0.38802 0.64901 -0.53980 -1.0 -0.5 -0.3 0.0992
H -2.24100 -0.77269 -0.41859 0.3 -0.7 0.4 0.0745
H -2.01264 -0.39873 -2.08801 -0.2 0.8 0.7 0.1221
H -1.55220 2.16354 -0.60625 0.2 -0.5 -0.7 0.0774
H -3.12656 1.55246 -1.12573 -0.3 0.3 -0.1 0.0660
H -2.52604 1.29927 0.50298 0.1 -0.7 -1.3 0.0674
O -1.87672 2.95526 2.32870 0.2 -0.6 -0.2 -0.0638
H -1.94410 2.22767 1.68610 -0.1 0.6 0.3 -0.0187
H -1.11820 2.67703 2.85414 0.0 0.2 0.2 0.0342

=====

35
Properties=species:S:1:pos:R:3:forces:R:3:lowdin_charge:R:1 method="wB97M-V/def2-TZVPD" lumo_energy_ev=2.885 homo_ev=-1.88 e_above_lowest_ev=7.101 charge=-2
Sr 0.42699 -0.89297 0.17240 -0.7 -0.1 -0.6 1.7070
C -3.44735 -4.83663 2.98129 1.0 0.3 0.1 -0.0455
C -2.41647 -4.05061 2.11009 -0.1 2.0 -1.2 -0.7933
O -1.17930 -4.08602 2.29701 0.7 -1.2 1.2 -0.1311
O -2.88562 -3.24145 1.26934 -1.0 -0.3 0.1 -0.1113
H -2.90981 -5.54478 3.61190 -0.2 -0.3 -0.1 0.0480
H -4.26075 -5.28948 2.41435 0.3 -0.1 -0.2 0.0556
H -3.91244 -4.10874 3.64610 0.0 0.1 0.0 0.0553
C -3.01825 4.40146 -1.45393 1.2 0.7 0.0 -0.0642
C -3.45998 2.95987 -1.36953 -2.3 -2.3 -0.3 -0.8241
O -2.70896 2.07991 -0.91956 2.4 0.1 1.0 -0.1119
O -4.59724 2.60246 -1.79098 -0.3 1.9 -0.3 -0.1292
H -2.08245 4.56436 -0.91931 0.1 -0.3 0.3 0.0518
H -3.69205 5.18074 -1.09782 -0.5 -0.3 -0.2 0.0523
H -2.72286 4.61722 -2.48072 -0.4 0.1 -0.3 0.0577
C 4.45738 4.19235 1.32850 0.0 -0.6 -0.8 -0.0519
C 3.49693 2.99894 1.48251 -1.6 -1.5 0.6 -0.8034
O 2.58558 2.77998 0.63663 0.5 0.9 -0.7 -0.1249
O 3.65838 2.21494 2.45120 1.0 0.5 0.5 -0.1315
H 5.35651 3.70901 0.94632 0.3 0.1 0.0 0.0561
H 4.73348 4.71791 2.24264 -0.3 -0.1 0.0 0.0552
H 4.12070 4.85474 0.53102 -0.1 0.2 0.2 0.0552
C 0.74857 -1.95599 -5.63441 0.3 -0.7 -0.8 -0.0468
C 0.56955 -1.98195 -4.15722 -3.7 0.3 3.3 -0.8225
O 1.55294 -1.93505 -3.42902 3.7 0.2 0.7 -0.1079
O -0.56946 -2.03436 -3.55927 0.1 0.0 -2.1 -0.1304
H -0.12981 -1.72926 -6.23868 0.0 0.4 0.3 0.0683
H 1.03099 -2.97167 -5.91143 0.1 -0.2 -0.1 0.0650
H 1.63195 -1.35791 -5.85812 -0.3 0.3 -0.2 0.0669
O -0.66205 0.42327 3.79031 0.2 -0.2 -0.2 -0.0544
H -0.19003 1.21263 4.05553 0.3 0.3 -0.1 0.0355
H -1.51336 0.49636 4.22175 -0.3 -0.1 -0.1 0.0347
O 3.67932 -2.45992 1.43920 -0.4 0.1 -0.2 -0.0534
H 3.79830 -3.40954 1.42202 -0.1 -0.3 0.0 0.0344
H 4.51070 -2.11983 1.76989 0.1 0.3 0.1 0.0386

=====

44
Properties=species:S:1:pos:R:3:forces:R:3:lowdin_charge:R:1 method="wB97M-V/def2-TZVPD" lumo_energy_ev=0.406 homo_ev=-11.20 e_above_lowest_ev=0.635 charge=0
C -4.37023 3.21560 -0.99650 2.2 0.5 -0.8 -0.1818
C -4.79073 2.33123 -2.13840 -1.3 -0.2 -1.1 -0.1308
O -5.57847 1.31423 -1.44586 -0.1 -0.2 1.1 -0.1960
S -5.02832 1.14448 0.04548 3.0 -1.6 0.1 0.6158
O -4.35330 -0.12717 0.19615 -0.7 1.1 -0.5 -0.2580
O -5.93662 1.51153 1.05181 -1.4 0.5 0.2 -0.2084
O -3.86392 2.28211 -0.02808 -1.2 -0.7 -0.4 -0.1899
H -5.15741 3.76331 -0.57079 -1.5 0.6 0.5 0.1113
H -3.57389 3.94376 -1.20543 -0.1 -0.6 -0.2 0.1434
H -4.01406 1.79150 -2.65758 0.6 0.2 0.2 0.1042
H -5.47781 2.72308 -2.92812 0.5 0.2 1.0 0.1510
C 5.03689 -2.61556 0.44376 -0.6 -0.4 -1.3 -0.1127
C 4.85707 -1.79808 1.68247 1.2 0.2 0.3 -0.1304
O 5.36576 -0.51409 1.24271 0.4 0.3 1.2 -0.1596
S 4.81853 -0.26426 -0.19315 -2.6 -0.2 1.8 0.5111
O 5.49971 0.73302 -0.85553 2.6 1.4 -1.6 -0.1674
O 3.42886 -0.03903 -0.04805 -1.5 -0.3 -0.2 -0.2265
O 5.04438 -1.70633 -0.70462 0.7 -0.8 -0.4 -0.1670
H 4.23160 -3.28183 0.22578 -0.5 -0.6 0.2 0.1308
H 5.95741 -3.14520 0.44948 0.9 -0.3 -0.2 0.1234
H 5.55696 -2.12867 2.43771 0.0 0.0 0.2 0.1385
H 3.86753 -1.81974 2.09617 -0.6 0.7 -0.1 0.1013
C 1.70292 1.19839 -2.12470 -1.5 -1.5 -0.3 -0.1153
C 0.87276 -0.08106 -1.67350 0.1 0.6 -0.3 -0.1154
O -0.52518 0.27665 -1.89746 0.4 0.0 0.6 -0.1975
S -0.62865 1.84505 -1.75963 -1.9 0.0 -1.0 0.5520
O -0.55799 2.29069 -0.43227 1.1 0.0 1.7 -0.1970
O -1.80934 2.26600 -2.43840 0.7 -0.1 -1.0 -0.2305
O 0.69129 2.14233 -2.55724 0.2 0.4 0.0 -0.1759
H 2.32771 0.98986 -2.98577 0.1 0.2 0.1 0.1356
H 2.21046 1.50747 -1.25008 0.7 0.9 0.4 0.0909
H 1.05777 -0.27321 -0.60234 -0.2 -0.2 -0.7 0.1110
H 1.03017 -0.91803 -2.34979 0.2 -0.1 0.4 0.1312
C -1.47789 -1.88486 1.24698 1.1 -0.3 1.3 -0.0760
C -1.61211 -1.07685 2.58436 -0.3 -0.5 -0.9 -0.1071
O -0.58923 -1.58608 3.44659 -0.8 0.6 1.0 -0.1881
S 0.68117 -2.03784 2.68301 -1.6 -2.3 0.6 0.4959
O 1.09370 -3.23702 3.31053 0.3 -0.7 -0.1 -0.2190
O 1.64207 -1.05635 2.48411 1.6 2.4 -0.4 -0.2047
O -0.06885 -2.29465 1.34996 -0.3 -0.5 -2.0 -0.2086
H -1.61480 -1.29325 0.36763 0.2 0.8 -0.4 0.1016
H -2.06233 -2.77791 1.06338 -0.2 -0.3 0.7 0.1286
H -2.56870 -1.25586 3.11095 0.6 0.6 -0.5 0.1496
H -1.31489 -0.05737 2.32426 -0.8 0.2 0.4 0.1364

=====

26
Properties=species:S:1:pos:R:3:forces:R:3:lowdin_charge:R:1 method="wB97M-V/def2-TZVPD" lumo_energy_ev=0.467 homo_ev=-8.97 e_above_lowest_ev=9.930 charge=0
C -1.87396 0.36278 -1.10564 1.6 -1.7 -1.7 -0.0554
C -1.03687 -0.16912 0.19477 -2.6 1.6 2.2 -0.4119
C -2.14783 -0.63271 1.28314 1.2 -0.7 -1.1 -0.0512
C 0.09028 -1.09630 -0.21165 2.0 1.5 4.0 -0.3601
C 1.14431 0.18947 0.12590 0.7 -0.9 0.3 -0.4201
C 1.70649 0.78504 -1.13199 0.8 0.1 -3.4 -0.1105
C 2.26783 -0.42889 1.09661 -0.3 -1.9 0.8 -0.0824
C -0.10931 1.09511 0.78849 -1.4 -1.6 -3.4 -0.1100
H -1.98100 -0.74636 -1.89029 -0.1 3.9 2.5 0.1651
H -2.88875 0.82752 -0.75162 2.0 -1.0 -1.0 0.0846
H -1.10317 1.26512 -1.60022 -3.2 -3.4 0.8 0.1218
H -1.88931 -0.79207 2.42185 -0.3 0.5 -2.5 0.1096
H -2.87815 0.11211 1.03496 -0.6 0.6 1.2 0.0297
H -2.62389 -1.50964 0.80877 0.3 -0.2 0.7 0.0694
H 0.50463 -1.98979 0.53597 -1.7 2.4 -1.2 0.1737
H 0.33498 -2.57935 -1.18532 -1.4 2.9 -2.2 0.1773
H 0.83221 1.52713 -1.75353 3.2 -2.1 1.8 0.1286
H 2.86250 1.29228 -0.94325 -3.6 -1.2 -0.9 0.1379
H 1.78368 -0.18544 -1.91687 0.3 2.8 1.9 0.1271
H 2.63854 -1.61843 0.81385 -1.1 3.7 0.5 0.1444
H 3.11410 0.09503 1.64049 -0.5 0.1 -1.9 0.0735
H 1.68263 -0.51617 2.00996 -0.4 -0.9 0.3 0.0392
H -0.22593 1.41228 1.90393 0.5 -0.6 -2.2 0.1568
H 0.44887 2.76349 -0.49948 -4.9 -2.4 1.6 0.2263
O -0.06992 -1.63841 -1.45223 2.3 -4.3 0.3 -0.0764
O -0.58295 2.17532 -0.21660 7.1 2.8 2.4 -0.2872

=====

no.,energy (eV)
1,-27392.4723
2,-86920.3888
3,-12083.2549
4,-31116.9954
5,-10600.3668
6,-29866.3198
7,-84651.8961
8,-12641.4516